C20H34N6O2 | ωB97M-V/def2-TZVPD

## Properties
energy above the lowest of the compared OMol25 structures with the same formula, charge and spin	24.0	kcal/mol
SMILES	CC1=CC[C@H](C(=O)N(C)CC[C@H](C)NC(=O)c2cn(CCN(C)C)nn2)CC1
highest occupied orbital energy	-8.838	eV
Kohn-Sham gap	9.22	eV
E_LUMO	0.38	eV
total energy	-1261.50594	a.u.

Geometry as XYZ:
```
62
Properties=species:S:1:pos:R:3:forces:R:3:nbo_charge:R:1
C -5.776 5.029 4.321 0.002 0.001 0.006 -0.631
C -4.977 3.762 4.238 0.020 -0.021 -0.002 0.033
C -5.281 2.782 3.393 0.000 0.019 0.006 -0.209
C -4.490 1.512 3.247 0.010 -0.007 -0.012 -0.428
C -3.115 1.614 3.917 0.001 -0.007 0.028 -0.297
C -2.480 0.231 4.009 0.038 0.014 -0.051 0.700
O -2.562 -0.403 5.049 -0.016 -0.013 0.020 -0.638
N -1.859 -0.283 2.904 -0.010 0.058 0.050 -0.447
C -1.364 -1.652 2.958 -0.006 -0.002 0.018 -0.437
C -1.773 0.365 1.605 -0.012 -0.110 -0.015 -0.208
C -0.355 0.366 1.038 -0.006 0.108 -0.031 -0.418
C 0.664 1.090 1.919 0.021 -0.032 0.024 -0.056
C 0.451 2.595 1.964 0.004 -0.014 -0.003 -0.616
N 2.016 0.828 1.437 -0.040 -0.018 -0.008 -0.614
C 2.623 -0.372 1.655 0.051 0.034 0.023 0.656
O 2.073 -1.290 2.230 -0.004 -0.009 -0.012 -0.602
C 4.003 -0.470 1.108 -0.011 -0.003 0.026 -0.052
C 4.566 0.178 0.037 0.029 0.018 -0.034 -0.065
N 5.815 -0.317 -0.029 -0.016 -0.001 -0.005 -0.170
C 6.884 -0.028 -0.970 -0.001 -0.011 0.010 -0.223
C 6.464 -0.257 -2.413 -0.015 -0.009 0.001 -0.231
N 5.508 0.728 -2.898 0.009 0.005 0.007 -0.447
C 4.821 0.238 -4.083 0.002 0.002 0.010 -0.411
C 6.144 2.006 -3.177 -0.010 -0.013 -0.002 -0.419
N 6.018 -1.215 0.948 0.026 0.013 0.006 -0.056
N 4.931 -1.314 1.633 -0.032 -0.026 -0.023 -0.193
C -3.275 2.232 5.302 0.004 -0.032 -0.010 -0.374
C -3.800 3.657 5.174 0.010 -0.003 -0.017 -0.444
H -5.138 5.901 4.156 0.003 -0.003 -0.005 0.211
H -6.579 5.047 3.584 -0.001 0.001 0.002 0.213
H -6.216 5.144 5.315 -0.004 0.000 0.000 0.212
H -6.153 2.888 2.754 0.000 0.008 -0.002 0.199
H -5.039 0.673 3.692 0.003 0.003 0.011 0.221
H -4.385 1.270 2.185 0.004 -0.008 0.000 0.209
H -2.486 2.288 3.329 -0.006 0.014 -0.020 0.196
H -1.676 -2.090 3.900 0.002 -0.009 -0.010 0.249
H -1.788 -2.228 2.130 0.000 0.006 -0.007 0.185
H -0.275 -1.686 2.888 -0.004 0.002 0.009 0.228
H -2.423 -0.164 0.896 -0.006 -0.003 0.002 0.193
H -2.150 1.380 1.674 -0.007 0.014 0.000 0.206
H -0.014 -0.658 0.889 -0.008 0.001 -0.001 0.233
H -0.379 0.844 0.053 0.003 -0.002 -0.001 0.205
H 0.593 0.680 2.930 -0.007 -0.001 0.004 0.219
H -0.536 2.839 2.354 -0.010 -0.001 0.005 0.217
H 1.188 3.072 2.611 -0.001 0.001 0.001 0.219
H 0.531 3.027 0.963 -0.002 -0.001 -0.001 0.202
H 2.573 1.600 1.115 0.008 -0.002 0.006 0.396
H 4.201 0.879 -0.693 -0.011 -0.003 0.008 0.247
H 7.238 0.990 -0.810 -0.006 0.005 -0.008 0.205
H 7.692 -0.708 -0.704 0.004 0.008 0.000 0.242
H 7.370 -0.280 -3.042 0.006 0.003 0.000 0.179
H 6.002 -1.244 -2.478 0.011 -0.001 -0.001 0.213
H 4.089 0.974 -4.412 -0.002 -0.002 -0.001 0.203
H 5.513 0.045 -4.918 0.001 0.000 -0.004 0.167
H 4.297 -0.689 -3.849 -0.004 0.002 -0.002 0.205
H 5.395 2.718 -3.520 0.002 0.003 0.002 0.206
H 6.605 2.416 -2.279 0.004 -0.001 0.002 0.197
H 6.921 1.921 -3.954 0.003 0.001 -0.004 0.169
H -3.970 1.621 5.880 0.000 0.006 -0.001 0.219
H -2.325 2.212 5.838 0.000 0.009 -0.003 0.217
H -3.004 4.325 4.820 -0.006 0.012 0.008 0.203
H -4.088 4.040 6.157 -0.016 -0.002 0.001 0.214
```
Positions in Å, forces in eV/Å.